Entry 1:
# C10H16Cl2N2Ti

C10H16Cl2N2Ti as an isolated structure in a non-equilibrium geometry (wB97M-V/def2-TZVPD, the OMol25 dataset).

Last column: Mulliken charge in e.
Geometry (Å):
Ti1 0.532 1.118 1.844  0.526
Cl1 -0.381 2.892 0.788  -0.437
Cl2 1.217 1.729 3.814  -0.443
C1 1.970 0.327 0.769  -0.875
H1 2.406 -0.241 -0.063  0.573
H2 2.751 0.844 1.367  0.250
C2 -0.810 0.018 -0.854  -0.533
C3 0.410 -0.517 -1.116  -0.141
H3 -1.392 -0.328 0.013  0.417
C4 1.235 -0.103 -2.283  -0.972
H4 0.770 -1.366 -0.500  0.770
C5 0.928 1.377 -2.616  -0.520
H5 2.299 -0.250 -2.106  0.274
H6 0.973 -0.728 -3.129  0.400
C6 -0.574 1.559 -2.867  -0.776
H7 1.260 2.019 -1.778  0.191
H8 1.497 1.686 -3.506  0.369
C7 -1.468 1.022 -1.722  -0.595
H9 -0.783 2.622 -3.058  0.310
H10 -0.835 1.034 -3.801  0.311
H11 -1.823 1.853 -1.095  0.196
H12 -2.367 0.573 -2.152  0.358
N1 0.273 -1.684 2.293  0.042
C8 -0.337 -2.728 2.878  -0.195
C9 -1.663 -2.350 3.090  -0.680
C10 -1.795 -1.060 2.573  -0.516
N2 -0.561 -0.614 2.147  0.032
H13 1.199 -1.684 1.869  0.333
H14 0.176 -3.649 3.114  0.443
H15 -2.427 -2.921 3.575  0.394
H16 -2.679 -0.451 2.515  0.495

Forces on atoms 1 to 2 (eV/Å):
2.1147 -0.6911 -3.5305
-0.1056 0.0477 0.2353

The value obtained for the energy is -2269.99759 Eh. As for the energy above the lowest of the compared OMol25 structures with the same formula, charge and spin: 7.4 kcal per mole. The lowest unoccupied orbital energy (alpha / beta) is -0.1 / -0.2 eV. As for the gap between HOMO and LUMO (alpha / beta): 7.51 / 7.48 eV.

Entry 2:
# C14H18N2O6

The molecule C14H18N2O6 in a non-equilibrium geometry (wB97M-V/def2-TZVPD, the OMol25 dataset).

Last column: Mulliken charge in e.
Geometry (Å):
N1 -3.274 -2.361 0.970  -0.658
C1 -2.265 -1.731 0.143  -0.102
C2 -2.904 -1.300 -1.321  -1.015
C3 -3.946 -0.218 -1.435  -0.312
C4 -3.860 0.994 -0.677  0.454
O1 -3.277 1.142 0.420  -0.587
O2 -4.750 1.906 -1.124  -0.523
C5 -1.528 -0.610 0.796  0.398
O3 -1.678 -0.436 2.107  -0.735
N2 -0.861 0.351 -0.029  -0.089
C6 0.002 1.026 0.950  0.187
C7 1.261 0.040 1.319  -1.007
C8 2.533 -0.114 0.543  0.396
C9 3.759 -0.015 1.235  -0.886
C10 4.921 -0.311 0.684  -0.472
C11 4.968 -0.292 -0.743  0.676
O4 6.127 -0.285 -1.452  -0.509
C12 3.795 -0.247 -1.533  -0.853
C13 2.506 -0.042 -0.797  -0.109
C14 0.416 2.321 0.330  0.077
O5 0.312 2.575 -0.845  -0.582
O6 1.024 2.963 1.282  -0.439
H1 -2.931 -2.237 1.980  0.331
H2 -3.326 -3.395 0.832  0.273
H3 -1.532 -2.447 -0.244  0.173
H4 -3.327 -2.319 -1.719  0.345
H5 -2.085 -0.982 -2.042  0.383
H6 -5.044 -0.444 -1.108  0.293
H7 -3.984 0.137 -2.456  0.335
H8 -4.629 2.609 -0.343  0.414
H9 -1.615 0.745 -0.498  0.367
H10 -0.434 1.052 1.973  0.755
H11 0.849 -0.903 1.502  0.596
H12 1.475 0.596 2.304  0.263
H13 3.828 0.199 2.245  0.466
H14 5.880 -0.517 1.127  0.353
H15 6.652 -0.927 -1.113  0.296
H16 3.721 -0.141 -2.620  0.358
H17 1.708 -0.184 -1.561  0.295
H18 1.512 3.805 0.918  0.394

Forces on atoms 1 to 2 (eV/Å):
0.7855 -0.5869 2.2052
-0.9301 0.0434 -2.8197

The value obtained for the energy is -1105.12130 Eh. As for the energy above the lowest of the compared OMol25 structures with the same formula, charge and spin: 111.0 kcal per mole. The lowest unoccupied orbital energy is 0.6 eV. As for the gap between HOMO and LUMO: 8.99 eV. Its SMILES is N[C@@H](CCC(=O)O)C(=O)N[C@@H](Cc1ccc(O)cc1)C(=O)O.

Entry 3:
# C25H25BN10O4Sn

C25H25BN10O4Sn as an isolated structure in a non-equilibrium geometry (wB97M-V/def2-TZVPD, the OMol25 dataset).

Last column: Mulliken charge in e.
Geometry (Å):
Sn1 0.534 -0.728 0.564  1.197
C1 -2.003 0.650 -2.550  -1.186
C2 -1.650 -0.235 -1.548  -0.484
N1 -0.340 -0.095 -1.259  -0.023
N2 0.155 0.899 -2.091  0.520
C3 -0.859 1.328 -2.879  -0.167
B1 1.709 1.064 -2.307  0.286
N3 2.240 -0.399 -2.723  1.788
C4 3.672 -0.596 -2.865  -0.307
C5 3.833 -1.889 -3.131  -0.929
C6 2.456 -2.477 -3.317  0.034
N4 1.533 -1.423 -2.980  -0.912
N5 2.387 1.402 -0.918  0.872
C7 3.535 2.055 -0.791  -0.261
C8 4.159 1.652 0.392  -0.975
C9 3.355 0.648 0.870  -0.539
N6 2.264 0.543 0.076  -0.330
N7 2.031 2.079 -3.369  0.372
C10 2.420 1.777 -4.644  -0.244
C11 2.097 2.861 -5.384  -0.657
C12 1.576 3.748 -4.496  -0.531
N8 1.441 3.248 -3.264  -1.172
H1 -3.019 0.797 -2.957  0.450
H2 -2.247 -0.925 -1.077  0.679
H3 -0.574 2.051 -3.611  0.542
H4 4.433 0.165 -2.705  0.627
H5 4.685 -2.548 -3.398  0.498
H6 2.361 -2.513 -4.444  0.349
H7 3.817 2.775 -1.555  0.533
H8 5.091 1.913 0.897  0.450
H9 3.546 0.049 1.763  0.475
H10 2.831 0.774 -4.857  0.413
H11 2.308 2.936 -6.425  0.501
H12 1.303 4.774 -4.803  0.401
O1 -3.704 -3.149 5.548  -0.539
C13 -3.410 -3.962 4.357  -0.612
C14 -2.630 -3.222 3.349  0.409
C15 -2.197 -3.814 2.099  -1.126
C16 -1.518 -3.146 1.210  -0.513
N9 -1.214 -1.825 1.408  -0.036
C17 -1.720 -1.175 2.506  0.325
C18 -2.355 -1.873 3.523  -0.840
C19 -1.518 0.298 2.572  1.192
C20 -2.353 1.061 3.361  -0.925
C21 -2.290 2.463 3.195  0.546
C22 -3.112 3.372 3.992  -0.618
O2 -4.243 2.660 4.436  -0.508
C23 -1.446 2.935 2.184  -0.886
C24 -0.625 2.148 1.466  -0.287
N10 -0.670 0.832 1.720  -0.051
H13 -3.783 -3.756 6.349  0.355
H14 -4.241 -4.348 3.859  0.400
H15 -2.864 -4.889 4.652  0.437
H16 -2.494 -4.820 1.925  0.509
H17 -1.122 -3.572 0.321  0.575
H18 -2.740 -1.448 4.429  0.702
H19 -3.132 0.695 4.019  0.597
H20 -3.303 4.280 3.334  0.324
H21 -2.492 3.764 4.813  0.345
H22 -4.585 3.159 5.211  0.353
H23 -1.382 4.022 1.946  0.389
H24 0.132 2.503 0.730  0.358
O3 2.019 -3.747 -2.829  -0.276
C25 1.433 -3.902 -1.590  0.093
O4 1.107 -2.964 -0.887  -0.439
H25 1.373 -4.943 -1.420  0.477

Forces on atoms 1 to 2 (eV/Å):
-0.6484 0.6066 0.2312
-1.6227 0.0077 -0.3157

The value obtained for the energy is -2054.39294 Eh. As for the energy above the lowest of the compared OMol25 structures with the same formula, charge and spin: 0.0 kcal per mole. As for the multiplicity: 2. The lowest unoccupied orbital energy (alpha / beta) is -9.8 / -10.9 eV. Its net charge is +3. As for the gap between HOMO and LUMO (alpha / beta): 6.86 / 5.75 eV. The expectation value of S² is 0.75.

Entry 4:
# C16H52N10O11

A 9-piece molecular cluster, C16H52N10O11 overall in a non-equilibrium geometry (wB97M-V/def2-TZVPD, the OMol25 dataset).

Last column: Mulliken charge in e.
Geometry (Å):
C1 5.259 1.356 -2.779  -0.581
O1 6.649 1.327 -3.150  -0.343
C2 7.245 0.002 -3.127  -0.504
C3 8.412 -0.322 -2.122  -0.745
N1 7.931 -0.607 -0.721  -0.220
C4 7.569 0.602 0.062  -0.440
C5 7.358 0.209 1.544  -0.760
O2 8.602 -0.148 2.043  -0.334
C6 8.508 -0.782 3.319  -0.806
H1 5.129 1.111 -1.725  0.221
H2 4.593 0.658 -3.287  0.296
H3 4.832 2.307 -3.097  0.255
H4 7.549 -0.125 -4.166  0.423
H5 6.536 -0.815 -2.987  0.243
H6 9.147 0.483 -2.127  0.337
H7 9.036 -1.169 -2.408  0.435
H8 8.556 -1.133 -0.127  0.267
H9 6.700 1.092 -0.378  0.262
H10 8.411 1.286 0.162  0.251
H11 6.568 -0.500 1.794  0.417
H12 7.022 1.031 2.176  0.434
H13 8.061 -1.776 3.322  0.293
H14 8.070 -0.153 4.094  0.316
H15 9.477 -0.916 3.800  0.301
C7 -4.789 -2.960 -2.274  -0.827
O3 -5.836 -2.111 -2.646  -0.361
C8 -6.269 -1.375 -1.512  -0.685
C9 -7.513 -0.516 -1.852  -0.394
N2 -8.050 -0.022 -0.569  -0.244
C10 -9.120 0.903 -0.936  -0.834
C11 -10.251 0.308 -1.737  -0.494
O4 -10.895 -0.751 -1.004  -0.324
C12 -12.036 -1.319 -1.676  -0.839
H16 -4.355 -2.827 -1.283  0.343
H17 -3.865 -2.802 -2.831  0.314
H18 -5.016 -4.026 -2.283  0.291
H19 -5.494 -0.667 -1.216  0.356
H20 -6.439 -1.994 -0.631  0.369
H21 -8.175 -1.207 -2.374  0.288
H22 -7.098 0.298 -2.445  0.239
H23 -8.422 -0.781 -0.016  0.310
H24 -8.765 1.826 -1.395  0.364
H25 -9.701 1.172 -0.054  0.362
H26 -9.891 0.026 -2.726  0.357
H27 -10.980 1.061 -2.035  0.476
H28 -12.076 -1.559 -2.738  0.325
H29 -12.877 -0.641 -1.530  0.322
H30 -12.370 -2.203 -1.132  0.287
N3 -6.429 1.455 4.208  -0.345
C13 -5.240 1.795 3.957  0.603
N4 -4.740 1.003 3.087  -0.429
O5 -4.644 2.646 4.595  -0.676
H31 -6.651 0.552 3.814  0.168
H32 -7.065 1.779 4.923  0.216
H33 -3.854 1.358 2.758  0.245
H34 -5.400 0.647 2.410  0.216
N5 0.112 4.452 -2.935  -0.371
C14 -0.909 4.076 -3.666  0.648
N6 -1.415 5.060 -4.360  -0.415
O6 -1.468 2.994 -3.695  -0.665
H35 0.336 5.436 -2.899  0.159
H36 0.505 3.808 -2.264  0.242
H37 -2.145 4.743 -4.982  0.236
H38 -0.896 5.926 -4.358  0.165
N7 3.876 1.427 6.811  -0.397
C15 3.546 2.303 5.915  0.652
N8 2.465 1.972 5.278  -0.394
O7 4.143 3.280 5.632  -0.621
H39 4.716 1.531 7.362  0.219
H40 3.406 0.534 6.760  0.174
H41 2.168 2.471 4.451  0.193
H42 1.837 1.310 5.710  0.178
N9 0.559 -0.661 -0.618  -0.367
C16 0.965 -0.182 0.468  0.684
N10 1.524 -1.077 1.142  -0.328
O8 0.633 0.935 0.856  -0.710
H43 -0.050 -0.075 -1.172  0.222
H44 1.089 -1.410 -1.039  0.155
H45 1.934 -1.885 0.696  0.147
H46 1.739 -0.904 2.114  0.194
O9 4.905 -4.875 4.250  -0.634
H47 5.336 -4.247 4.830  0.313
H48 5.111 -4.568 3.367  0.319
O10 4.961 -3.520 -0.300  -0.635
H49 4.466 -3.753 -1.086  0.301
H50 5.683 -2.981 -0.621  0.309
O11 2.744 -4.569 -3.866  -0.620
H51 2.081 -5.240 -4.026  0.315
H52 3.125 -4.398 -4.728  0.314

Forces on atoms 1 to 2 (eV/Å):
0.2628 -0.1761 -0.2196
-0.5294 -1.1043 0.7860

The value obtained for the energy is -2015.88845 Eh. As for the energy above the lowest of the compared OMol25 structures with the same formula, charge and spin: 123.6 kcal per mole. The lowest unoccupied orbital energy is 0.1 eV. As for the gap between HOMO and LUMO: 9.00 eV. Its SMILES is COCCNCCOC.COCCNCCOC.NC(N)=O.NC(N)=O.NC(N)=O.NC(N)=O.O.O.O.

Entry 5:
# C3H7NO3S

The molecule C3H7NO3S in a non-equilibrium geometry (wB97M-V/def2-TZVPD, the OMol25 dataset).

Last column: Mulliken charge in e.
Geometry (Å):
C1 0.390 0.146 -1.967  -0.880
S1 0.125 1.487 -0.729  1.201
O1 1.353 1.675 0.031  -0.611
O2 -0.539 2.602 -1.368  -0.622
O3 -0.999 0.861 0.248  -0.404
C2 -0.409 -0.081 1.432  0.085
C3 -0.683 -1.533 1.247  -0.389
N1 0.661 -0.942 0.984  -0.399
H1 -0.444 0.329 -2.501  0.335
H2 1.202 0.454 -2.599  0.328
H3 0.521 -0.635 -1.143  0.333
H4 -0.585 0.494 2.331  0.364
H5 -0.799 -2.107 2.120  0.287
H6 -1.267 -1.881 0.437  0.226
H7 1.474 -0.869 1.477  0.144

Forces on atoms 1 to 2 (eV/Å):
1.8416 1.0206 4.4084
0.5781 0.6717 0.0686

The value obtained for the energy is -797.06114 Eh. As for the energy above the lowest of the compared OMol25 structures with the same formula, charge and spin: 65.4 kcal per mole. The lowest unoccupied orbital energy is 0.7 eV. As for the gap between HOMO and LUMO: 11.42 eV. Its SMILES is CS(=O)(=O)O[C@H]1CN1.

Entry 6:
# C25H31FN4O5

The molecule C25H31FN4O5 (wB97M-V/def2-TZVPD, the OMol25 dataset).

Last column: Mulliken charge in e.
Geometry (Å):
C1 3.484 -0.203 -3.041  -0.744
O1 2.101 -0.215 -3.329  -0.165
C2 1.670 -1.312 -4.096  -0.577
C3 1.701 -2.656 -3.343  -0.934
N1 0.930 -2.567 -2.126  -0.119
C4 1.522 -2.255 -0.954  0.119
O2 2.721 -2.332 -0.767  -0.649
C5 0.515 -1.683 0.055  0.029
C6 0.765 -1.872 1.528  -0.370
C7 -0.299 -1.624 2.390  -0.639
C8 -0.147 -1.742 3.757  -0.655
C9 1.086 -2.122 4.254  0.454
F1 1.249 -2.239 5.590  -0.362
C10 2.155 -2.392 3.422  -0.895
C11 1.989 -2.260 2.055  -0.312
N2 0.475 -0.254 -0.305  0.946
C12 1.549 0.585 0.177  -2.293
C13 1.141 1.469 1.385  0.449
C14 1.939 2.777 1.429  -0.993
C15 3.228 2.326 2.116  -0.692
C16 2.746 1.180 3.021  -0.555
O3 1.425 0.846 2.618  -0.366
C17 -0.418 0.125 -1.236  0.940
O4 -1.215 -0.679 -1.717  -0.993
C18 -0.381 1.568 -1.695  -0.602
C19 -1.631 1.952 -2.494  -1.310
C20 -2.824 2.172 -1.573  0.606
O5 -3.191 3.279 -1.243  -0.669
N3 -3.398 1.008 -1.165  0.038
C21 -4.467 0.821 -0.300  0.413
C22 -5.272 1.857 0.177  -0.332
C23 -6.318 1.526 1.016  -0.530
C24 -6.530 0.196 1.354  -0.367
C25 -5.668 -0.752 0.828  -0.383
N4 -4.664 -0.454 0.023  -0.462
H1 3.709 0.795 -2.667  0.219
H2 3.745 -0.942 -2.278  0.276
H3 4.073 -0.388 -3.946  0.346
H4 0.637 -1.074 -4.367  0.327
H5 2.271 -1.402 -5.013  0.447
H6 1.286 -3.435 -3.987  0.389
H7 2.723 -2.921 -3.065  0.385
H8 -0.043 -2.307 -2.240  0.319
H9 -0.480 -2.079 -0.176  0.846
H10 -1.256 -1.326 1.985  0.600
H11 -0.962 -1.542 4.434  0.458
H12 3.101 -2.693 3.844  0.462
H13 2.818 -2.467 1.396  0.517
H14 2.362 -0.073 0.488  0.421
H15 1.912 1.208 -0.642  0.854
H16 0.058 1.631 1.365  0.571
H17 1.412 3.500 2.052  0.440
H18 2.106 3.214 0.447  0.337
H19 3.942 1.957 1.379  0.254
H20 3.698 3.124 2.685  0.441
H21 2.696 1.476 4.073  0.462
H22 3.391 0.298 2.940  0.194
H23 0.496 1.658 -2.345  0.320
H24 -0.259 2.246 -0.851  0.412
H25 -1.857 1.166 -3.216  0.452
H26 -1.446 2.887 -3.022  0.489
H27 -2.945 0.138 -1.443  0.110
H28 -5.071 2.875 -0.109  0.453
H29 -6.966 2.299 1.403  0.408
H30 -7.339 -0.095 2.005  0.374
H31 -5.780 -1.804 1.056  0.391

Forces on atoms 1 to 2 (eV/Å):
0.1265 -0.0453 0.0728
-0.1521 0.0839 0.1191

The value obtained for the energy is -1666.39704 Eh. As for the energy above the lowest of the compared OMol25 structures with the same formula, charge and spin: 3.5 kcal per mole. The lowest unoccupied orbital energy is 0.6 eV. As for the gap between HOMO and LUMO: 9.31 eV. Its SMILES is COCCNC(=O)[C@@H](c1ccc(F)cc1)N(C[C@@H]1CCCO1)C(=O)CCC(=O)Nc1ccccn1.